Density functional theory data (ωB97M-V/def2-TZVPD) for a 2-piece molecular cluster, C20H27N3O overall in a non-equilibrium geometry.

Bonds (Å) are listed after each position.
Positions of all 51 atoms, in Å:
1 C 3.14131 -0.48376 1.10295  C2 1.510, H19 1.095, H20 1.097, H21 1.094
2 C 2.89565 0.61670 0.09826  C1 1.510, C3 1.513, N4 1.461, H22 1.092
3 C 3.63260 1.90220 0.40296  C2 1.513, H23 1.093, H24 1.093, H25 1.093
4 N 1.47880 0.97183 0.08112  C2 1.461, N5 1.323, C17 1.381
5 N 1.06021 2.01775 0.77563  N4 1.323, N6 1.348
6 N -0.27555 2.03142 0.59674  N5 1.348, C7 1.479, C10 1.355
7 C -1.05787 3.01581 1.37499  N6 1.479, C8 1.514, C9 1.518, H26 1.093
8 C -0.54600 4.39931 1.03357  C7 1.514, H27 1.095, H28 1.096, H29 1.094
9 C -0.89440 2.72826 2.85684  C7 1.518, H30 1.096, H31 1.095, H32 1.097
10 C -0.68926 1.03032 -0.21651  N6 1.355, C11 1.464, C17 1.410
11 C -2.08918 0.89841 -0.62316  C10 1.464, C12 1.413, C16 1.417
12 C -2.96373 0.04723 0.08892  C11 1.413, C13 1.390, H33 1.092
13 C -4.30485 -0.03453 -0.26832  C12 1.390, C14 1.401, H34 1.090
14 C -4.79480 0.71724 -1.34377  C13 1.401, C15 1.402, H35 1.090
15 C -3.93818 1.56754 -2.05684  C14 1.402, C16 1.389, H36 1.090
16 C -2.59902 1.66503 -1.70053  C11 1.417, C15 1.389, H37 1.092
17 C 0.45704 0.26999 -0.52725  N4 1.381, C10 1.410, C18 1.388
18 C 0.66829 -0.93885 -1.17669  C17 1.388, H38 1.082, H39 1.085
19 H 4.20242 -0.75332 1.10632  C1 1.095
20 H 2.86579 -0.13496 2.10573  C1 1.097
21 H 2.56003 -1.37839 0.86024  C1 1.094
22 H 3.12277 0.25554 -0.90713  C2 1.092
23 H 4.70669 1.70802 0.45189  C3 1.093
24 H 3.45367 2.63718 -0.38583  C3 1.093
25 H 3.29097 2.32595 1.35083  C3 1.093
26 H -2.09848 2.89107 1.06592  C7 1.093
27 H -1.11599 5.14913 1.59287  C8 1.095
28 H 0.51182 4.48157 1.30655  C8 1.096
29 H -0.66254 4.60771 -0.03404  C8 1.094
30 H -1.46252 3.46392 3.43729  C9 1.096
31 H -1.26841 1.73074 3.10853  C9 1.095
32 H 0.16343 2.80221 3.13585  C9 1.097
33 H -2.55132 -0.52963 0.91914  C12 1.092
34 H -4.97131 -0.68745 0.29507  C13 1.090
35 H -5.84515 0.64277 -1.62702  C14 1.090
36 H -4.32114 2.15487 -2.89180  C15 1.090
37 H -1.91227 2.31977 -2.24145  C16 1.092
38 H -0.18723 -1.39498 -1.65763  C18 1.082
39 H 1.69247 -1.20074 -1.42309  C18 1.085
40 C -0.21830 -4.19489 -0.65481  C41 1.538, C45 1.506, H46 1.095, H47 1.101
41 C 0.46392 -5.23881 -1.55496  C40 1.538, C42 1.543, H48 1.097, H49 1.097
42 C 1.97718 -5.06517 -1.30974  C41 1.543, O43 1.223, C44 1.469
43 O 2.85291 -5.68279 -1.89915  C42 1.223
44 C 2.12614 -4.00187 -0.30754  C42 1.469, C45 1.362, H50 1.088
45 C 0.92327 -3.41207 -0.06095  C40 1.506, C44 1.362, H51 1.090
46 H -0.93150 -3.56388 -1.19504  C40 1.095
47 H -0.78766 -4.72026 0.12747  C40 1.101
48 H 0.15407 -6.25570 -1.28551  C41 1.097
49 H 0.22793 -5.07735 -2.61386  C41 1.097
50 H 3.10596 -3.73195 0.07956  C44 1.088
51 H 0.75134 -2.56814 0.60737  C45 1.090

Results
- relative energy (zero: lowest compared OMol25 entry of this formula, charge and spin) (kJ/mol) = 349.07
- electronic energy (hartree) = -1017.70258
- spin multiplicity = 1
- frontier orbital gap (eV) = 6.619
- HOMO energy (Eh) = -0.222
- strongest force on any atom (eV/A) = 2.6
- molecular weight (g/mol) = 325.46